A structure of composition C13H23N2O3PRe at a distorted geometry. Source: the Open Molecules 2025 dataset; level of theory: ωB97M-V/def2-TZVPD.

The geometry in XYZ format:
```
43
Properties=species:S:1:pos:R:3
C 1.6823 -0.7989 -4.5736
C 2.5338 -0.4676 -3.5170
C 2.0376 -0.2243 -2.2261
C 0.6443 -0.2459 -2.0542
C -0.2295 -0.5777 -3.1119
C 0.3030 -0.8992 -4.3619
C 2.9748 0.0162 -1.0706
C 2.7211 1.1901 -0.1026
N 1.3528 1.7604 -0.1372
Re -0.0729 -0.0139 -0.0802
C -1.7000 -0.5684 -2.8194
P -1.9493 0.4331 -1.2543
H 3.6121 -0.3858 -3.6749
H -0.3859 -1.2041 -5.1499
H 2.0916 -0.9742 -5.5680
H -2.1181 -1.5697 -2.6207
H -2.3085 -0.0759 -3.5909
H 3.0330 -0.8968 -0.4479
H 3.9887 0.1638 -1.4719
H 2.9138 0.8546 0.9251
C -3.6152 -0.0547 -0.7273
C -2.2146 2.0748 -2.0499
H 3.4109 2.0249 -0.3105
C 1.1931 2.6290 -1.3319
C 1.1678 2.6124 1.0666
H -1.4995 0.1601 0.9805
H 1.9977 3.3781 -1.3071
H 1.2621 2.0543 -2.2576
H 0.2174 3.1171 -1.2894
H 1.7820 3.5187 0.9480
H 0.1103 2.8812 1.1565
H 1.4736 2.0515 1.9559
H -3.1475 2.0145 -2.6253
H -2.2921 2.8655 -1.2935
H -1.3950 2.3027 -2.7424
H -4.2905 -0.1433 -1.5913
H -3.5533 -1.0240 -0.2153
H -4.0100 0.7021 -0.0359
H -0.7867 0.4018 1.4761
O 0.9882 -0.5487 3.0158
N -0.0586 -1.1422 2.7126
O -0.4345 -2.2014 3.2221
O 0.0840 -1.6648 0.3725
```

Properties
E_HOMO (alpha / beta): -0.58290 / -0.58512 Ha
Spin multiplicity: 4
Net charge: +2
⟨S²⟩: 3.770
ΔE to the lowest compared entry with this formula, charge and spin: 66.1 kJ/mol
Kohn-Sham gap (alpha / beta): 0.2432 / 0.1991 Ha

***

A cluster of 2 separate species, C4H12N4O in total. Source: the Open Molecules 2025 dataset; level of theory: ωB97M-V/def2-TZVPD.

The geometry in XYZ format:
```
21
Properties=species:S:1:pos:R:3
C -1.3201 -0.1924 1.8836
N -0.8543 -0.0165 0.4857
N -1.8352 0.4947 -0.4258
H -0.3619 -0.8627 -0.0471
H -2.5864 -0.1845 -0.4786
H -2.1942 1.3715 -0.0608
H -0.4942 -0.5773 2.4732
H -2.1541 -0.8932 1.8713
H -1.6376 0.7682 2.2892
C 0.5228 0.7119 0.3263
C 1.0576 -1.0454 -0.9475
N 0.4254 1.8163 -0.5235
C 0.8520 -1.3657 -2.2349
O 2.1486 -1.5443 -0.2900
N 1.2753 0.5797 1.3615
H 2.1465 -1.1111 0.5862
H 1.3052 2.3123 -0.5765
H 0.1102 1.5614 -1.4508
H 2.0959 1.1750 1.3099
H -0.0177 -0.9786 -2.7530
H 1.5162 -2.0194 -2.7986
```

Properties
E_HOMO: -0.27264 Ha
ΔE to the lowest compared entry with this formula, charge and spin: 534.8 kJ/mol
Kohn-Sham gap: 0.2933 Ha

***

A cluster of 2 separate species, CH4F2NOP in total at a distorted geometry. Source: the Open Molecules 2025 dataset; level of theory: ωB97M-V/def2-TZVPD.

The geometry in XYZ format:
```
10
Properties=species:S:1:pos:R:3
C -1.3604 -0.4171 0.8383
N -0.7370 0.3641 0.0228
O 1.7704 -1.3160 -1.6621
F 0.7281 0.4369 -3.0458
F 2.9038 0.0757 -3.5704
P 2.1269 0.1856 -2.1228
H -0.7028 -0.7847 1.6456
H -2.4465 -0.6664 0.9260
H 1.1142 -1.9953 -1.9762
H -1.2450 0.8683 -0.6383
```

Properties
E_HOMO: -0.37608 Ha
SMILES: OP(F)F.C=N
Kohn-Sham gap: 0.4008 Ha